A structure of composition C10H15B3BeF12N5 in a non-equilibrium geometry. Source: OMol25; level of theory: wB97M-V/def2-TZVPD.

```
46
Properties=species:S:1:pos:R:3:mulliken_charge:R:1
Be 0.499 0.164 0.058 1.1733
B 0.878 2.684 4.059 0.5577
F 1.891 2.687 3.203 -0.3648
F 0.902 3.786 4.880 -0.3735
F -0.326 2.625 3.383 -0.3704
F 0.966 1.575 4.769 -0.3335
B -5.281 -0.543 -0.848 0.5993
F -3.987 -0.212 -0.589 -0.2613
F -5.899 -1.076 0.257 -0.3721
F -5.817 0.682 -1.207 -0.2981
F -5.407 -1.408 -1.881 -0.3296
B -1.736 0.374 -5.500 0.5696
F -2.529 1.299 -4.958 -0.2699
F -2.460 -0.710 -5.594 -0.2647
F -1.357 0.790 -6.712 -0.3409
F -0.597 0.117 -4.719 -0.3524
C -3.783 -2.144 5.993 -0.7226
C -2.921 -2.218 4.798 0.3017
N -2.173 -2.295 3.918 -0.3599
H -3.237 -1.466 6.649 0.2535
H -3.664 -3.055 6.579 0.2589
H -4.828 -1.865 5.857 0.2757
C -0.776 -7.027 -3.103 -0.6596
C -0.087 -5.779 -2.580 0.1896
N 0.334 -4.839 -2.132 -0.2909
H -1.852 -6.901 -2.982 0.2599
H -0.358 -7.903 -2.607 0.2550
H -0.659 -6.972 -4.185 0.2505
C 7.070 1.819 -3.843 -0.7020
C 5.730 1.786 -3.207 0.2450
N 4.724 1.741 -2.658 -0.3039
H 7.314 0.812 -4.181 0.2436
H 7.764 2.201 -3.094 0.2516
H 7.174 2.586 -4.610 0.2700
C -4.241 6.058 -0.894 -0.6915
C -2.972 5.332 -1.038 0.2959
N -1.974 4.724 -1.130 -0.3726
H -4.883 5.450 -0.257 0.2495
H -4.730 6.135 -1.866 0.2511
H -4.158 7.030 -0.408 0.2759
C 6.609 -0.853 4.028 -0.6940
C 5.475 -1.286 3.202 0.2755
N 4.569 -1.608 2.552 -0.3476
H 7.413 -1.561 3.828 0.2582
H 6.384 -0.841 5.094 0.2601
H 6.994 0.104 3.675 0.2548
```

Summary:
E_HOMO, hartree: -0.3149
Molecular weight, g/mol: 474.69
Total charge: -1
Energy relative to the best compared isomer or geometry (same formula, charge and spin), kJ/mol: 1219.3
E_LUMO, eV: -6.207
Maximum force, eV Å⁻¹: 4.9

***

The ion C5H9N2O3 with charge +1 in a non-equilibrium geometry. Source: OMol25; level of theory: wB97M-V/def2-TZVPD.

```
19
Properties=species:S:1:pos:R:3:mulliken_charge:R:1
C -0.862 -2.102 1.040 -0.0282
C -1.562 -0.958 -0.936 0.1906
C 0.313 -0.297 -0.048 0.5305
C -0.173 2.059 0.828 -0.6700
C 1.906 0.885 -1.357 -0.5298
N -1.890 -1.667 0.212 -0.0752
N 0.215 -1.332 0.920 0.0078
O -2.277 -0.373 -1.631 -0.3285
O -0.438 0.795 0.163 -0.3038
O 1.547 -0.242 -0.551 -0.4406
H -0.792 -3.049 1.621 0.3919
H -0.482 2.731 0.014 0.3093
H 0.945 1.999 0.952 0.2896
H -0.718 1.979 1.775 0.2783
H 1.136 0.931 -2.212 0.2936
H 2.993 0.736 -1.704 0.2442
H 1.776 1.691 -0.661 0.2181
H -2.781 -2.214 0.254 0.3015
H 1.142 -1.575 1.322 0.3207
```

Summary:
E_HOMO, hartree: -0.4596
Molecular weight, g/mol: 145.14
Total charge: +1
Energy relative to the best compared isomer or geometry (same formula, charge and spin), kJ/mol: 296.0
E_LUMO, eV: -4.694
Maximum force, eV Å⁻¹: 4.7

***

A cluster of 2 separate species, C3H4N2 in total in a non-equilibrium geometry. Source: OMol25; level of theory: wB97M-V/def2-TZVPD.

```
9
Properties=species:S:1:pos:R:3:mulliken_charge:R:1
C -1.351 0.562 0.117 -0.0018
C 2.853 0.369 0.686 -0.1709
C -0.610 -0.378 0.580 -0.4999
N -1.457 -0.906 -0.460 -0.4283
N 1.931 0.330 -0.047 -0.1383
H -1.608 1.591 -0.239 0.3015
H -0.905 -1.012 -1.299 0.2139
H 0.069 -0.915 1.197 0.3769
H 1.078 0.360 -0.535 0.3469
```

Summary:
E_HOMO, hartree: -0.3282
Molecular weight, g/mol: 68.08
Energy relative to the best compared isomer or geometry (same formula, charge and spin), kJ/mol: 532.5
E_LUMO, eV: 0.744
Maximum force, eV Å⁻¹: 2.7

***

A cluster of 2 separate species, C3H7N in total in a non-equilibrium geometry. Source: OMol25; level of theory: wB97M-V/def2-TZVPD.

```
11
Properties=species:S:1:pos:R:3:mulliken_charge:R:1
C 0.837 0.515 0.330 -0.8062
C -1.664 -0.678 0.236 -0.6111
C -1.517 0.352 -0.359 -0.1528
H 0.464 -1.227 -0.610 0.2797
H 1.833 -0.338 -0.954 0.2512
H 1.682 0.952 0.962 0.3331
H 0.255 1.200 -0.443 0.0666
H 0.189 0.305 1.109 0.4609
H -2.050 -1.510 0.766 0.3315
H -1.341 1.277 -0.843 0.4375
N 1.313 -0.849 -0.195 -0.5904
```

Summary:
E_HOMO, hartree: -0.3598
SMILES string: C#C.CN
Molecular weight, g/mol: 57.10
Energy relative to the best compared isomer or geometry (same formula, charge and spin), kJ/mol: 381.3
E_LUMO, eV: 1.057
Maximum force, eV Å⁻¹: 3.8

***

A structure of composition C25H21BrN8O4Ti. Source: OMol25; level of theory: wB97M-V/def2-TZVPD.

```
60
Properties=species:S:1:pos:R:3:mulliken_charge:R:1
Ti 0.120 0.385 0.565 -0.3914
O -2.327 -5.530 -2.247 -0.6473
C -1.779 -4.498 -2.586 -0.0827
O -1.766 -3.798 -3.628 -0.6489
C -1.004 -3.710 -1.515 0.1439
C 0.223 -3.108 -1.810 -0.6597
C 0.642 -2.055 -1.037 0.8240
N -0.111 -1.590 -0.019 0.4902
C -1.233 -2.233 0.344 1.0836
C -1.676 -3.340 -0.349 -0.8345
C -1.978 -1.571 1.440 0.4770
C -3.053 -2.152 2.088 -0.9915
C -3.702 -1.443 3.086 -0.4529
C -3.261 -0.168 3.408 -0.9654
C -2.178 0.345 2.723 -0.0582
N -1.542 -0.334 1.761 0.4883
C 1.835 -1.227 -1.321 0.3919
C 2.861 -1.618 -2.164 -0.9179
C 3.925 -0.755 -2.372 -0.5715
C 3.936 0.478 -1.735 -0.9320
C 2.881 0.798 -0.905 -0.1202
N 1.851 -0.031 -0.698 0.4573
H 0.747 -3.399 -2.710 0.3334
H -2.587 -3.867 -0.098 0.4480
H -3.375 -3.149 1.823 0.4590
H -4.542 -1.882 3.606 0.4753
H -3.745 0.419 4.174 0.4482
H -1.802 1.337 2.940 0.4556
H 2.837 -2.589 -2.638 0.4988
H 4.740 -1.044 -3.021 0.4792
H 4.749 1.176 -1.873 0.4624
H 2.847 1.748 -0.385 0.4842
Br -1.148 -0.513 -6.978 -0.0175
C -1.188 -0.096 -5.173 0.1707
C -1.712 -1.009 -4.258 -0.7104
C -1.726 -0.660 -2.934 -0.2154
N -1.219 0.525 -2.525 0.3406
C -0.708 1.427 -3.394 -0.1284
C -0.691 1.136 -4.730 -0.6846
H -2.069 -1.999 -4.522 0.6803
H -2.122 -1.302 -2.160 0.8117
H -0.338 2.345 -2.966 0.5117
H -0.293 1.857 -5.429 0.4616
O -0.575 1.786 -0.767 -0.6459
N -1.265 0.752 -1.135 0.1889
C 2.059 4.052 4.719 -1.0778
N 1.690 3.003 3.774 0.0399
C 2.068 1.600 3.897 -0.4512
C 1.402 1.045 2.668 0.3923
O 1.378 -0.113 2.230 -0.5002
N 0.751 2.015 1.990 -0.0404
C 0.946 3.167 2.686 0.2012
N 0.434 4.324 2.302 -0.3308
H 2.731 3.628 5.460 0.4002
H 1.180 4.441 5.233 0.3705
H 2.586 4.859 4.209 0.3824
H 1.675 1.140 4.806 0.3860
H 3.150 1.457 3.867 0.4032
H -0.111 4.368 1.456 0.2070
H 0.578 5.171 2.826 0.2280
```

Summary:
E_HOMO (alpha / beta), hartree: -0.4705 / -0.4703
Molecular weight, g/mol: 625.27
⟨S²⟩: 2.013
Total charge: +2
2S+1: 3
Energy relative to the best compared isomer or geometry (same formula, charge and spin), kJ/mol: 32.6
E_LUMO (alpha / beta), eV: -6.295 / -7.427
Maximum force, eV Å⁻¹: 0.7